# 1
DFT (ωB97M-V with the def2-TZVPD basis set) results for the ion C2H5N2 with charge +1 in a non-equilibrium geometry.

SMILES string = C#[N+]NC
LUMO energy = -4.6437 eV
energy = -188.32647 Ha
E_HOMO = -15.410 eV
total charge = +1
Kohn-Sham gap = 10.766 eV
ΔE to the lowest compared entry with this formula, charge and spin = 55.9 kcal/mol

Last column: natural (NBO) charge in e.
Atoms and positions in Å:
N -0.39250 -1.02286 -0.42777  0.00
N 0.27259 0.01369 -0.53067  -0.40
C -1.00790 -1.99754 -0.42587  0.29
C 0.39628 1.31712 0.61665  -0.32
H 0.11625 0.88676 1.57087  0.23
H -1.57150 -2.89046 -0.46589  0.30
H 1.06794 0.02424 -1.16109  0.43
H -0.31340 2.05076 0.26015  0.24
H 1.43224 1.61829 0.56362  0.24

=====

# 2
DFT (ωB97M-V with the def2-TZVPD basis set) results for a cluster of 2 separate species, CH3O3 in total in a non-equilibrium geometry.

LUMO energy = -6.1468 eV
energy = -265.16175 Ha
E_HOMO = -17.515 eV
total charge = +1
Kohn-Sham gap = 11.368 eV
ΔE to the lowest compared entry with this formula, charge and spin = 9.9 kcal/mol

Last column: natural (NBO) charge in e.
Atoms and positions in Å:
O 2.05972 0.72517 0.19652  -0.22
O -1.37367 -0.22988 -0.35100  -0.42
O -0.42107 0.16894 0.67976  -0.39
C 1.29326 0.07476 -0.30385  0.74
H 1.01943 -0.45597 -1.11912  0.25
H -2.21747 0.40490 -0.24272  0.53
H -0.36019 -0.68791 1.14040  0.51

=====

# 3
DFT (ωB97M-V with the def2-TZVPD basis set) results for a cluster of 2 separate species, C4H8O2 in total in a non-equilibrium geometry.

⟨S²⟩ = 0.756
LUMO energy (spin up / spin down) = -5.2439 / -8.9121 eV
energy = -307.28808 Ha
E_HOMO (spin up / spin down) = -12.929 / -12.928 eV
total charge = +1
multiplicity = 2
Kohn-Sham gap (spin up / spin down) = 7.685 / 4.016 eV
ΔE to the lowest compared entry with this formula, charge and spin = 34.4 kcal/mol

Last column: Löwdin spin population.
Atoms and positions in Å:
O -1.10365 1.87423 -1.94783  0.00
O 2.39354 -1.95434 0.46077  0.21
C -1.70140 2.13168 -0.93730  0.00
C 0.21374 -2.39815 1.18874  0.51
C 1.15679 -1.59969 0.57237  0.23
C -1.09072 1.94025 0.44252  0.00
H 2.87615 -1.19931 0.08623  0.00
H 0.32676 -3.12255 1.97559  0.02
H -0.82783 -2.05596 1.10485  0.02
H -1.81694 1.79827 1.25636  0.00
H -0.52088 1.02068 0.28197  0.00
H -0.51678 2.79506 0.84506  0.00
H 0.80718 -0.71151 0.04688  0.01
H -2.81701 2.17960 -0.99062  0.00